Entry 1:
Here is a single C4H5NO molecule at a distorted geometry from the Open Molecules 2025 dataset. Energies are from wB97M-V/def2-TZVPD.

Its energy above the lowest of the compared OMol25 structures with the same formula, charge and spin is 2.005 eV. The spin multiplicity is 1. As for the lowest unoccupied orbital energy: 0.88 eV. Its molar mass is 83.090 g/mol. Its SMILES is O=C1C=CCN1. For the energy, the calculation gives -7764.5214 eV.

Last column: Mulliken charge in e.
Element x y z (Å)
H: 1.671 1.616 0.491  0.39
H: -0.669 2.351 0.097  0.32
H: 0.079 -2.045 -0.585  0.29
O: 2.227 -1.006 0.175  -0.61
C: -0.413 1.277 -0.095  -0.59
H: -1.721 -0.109 0.701  0.19
N: -0.037 -1.163 -0.098  -0.15
C: -1.208 -0.376 -0.193  -0.36
H: -1.950 -0.995 -0.783  0.36
C: 1.141 -0.472 0.110  0.31
C: 0.846 0.966 0.206  -0.15



Entry 2:
Here is a single C4H3F3O molecule at a distorted geometry from the Open Molecules 2025 dataset. Energies are from wB97M-V/def2-TZVPD.

Its energy above the lowest of the compared OMol25 structures with the same formula, charge and spin is 1.130 eV. The spin multiplicity is 1. As for the lowest unoccupied orbital energy: 0.24 eV. Its molar mass is 124.061 g/mol. Its SMILES is O=C1[C@H](F)CC1(F)F. For the energy, the calculation gives -14394.5014 eV.

Last column: Mulliken charge in e.
Element x y z (Å)
C: 0.318 -1.182 0.160  -0.09
O: 0.770 -2.253 0.139  -0.41
C: -0.959 -0.390 0.514  0.43
C: -0.381 0.955 -0.104  -1.03
F: -1.969 -1.028 -0.145  -0.29
H: -0.972 -0.234 1.615  0.29
H: -0.454 1.695 0.690  0.34
H: -0.815 1.062 -1.120  0.32
F: 2.038 0.733 0.330  -0.29
C: 0.997 0.288 -0.425  1.02
F: 1.427 0.354 -1.653  -0.28



Entry 3:
Here is a 8-piece molecular cluster, C26H36O24 overall at a distorted geometry from the Open Molecules 2025 dataset. Energies are from wB97M-V/def2-TZVPD.

Its energy above the lowest of the compared OMol25 structures with the same formula, charge and spin is 3.727 eV. The spin multiplicity is 1. As for the lowest unoccupied orbital energy: -0.31 eV. Its molar mass is 732.550 g/mol. Its SMILES is C[C@H]1COC(=O)O1.C[C@H]1COC(=O)O1.O=C1OCCO1.O=C1OCCO1.O=C1OCCO1.O=C1OCCO1.O=C1OCCO1.O=C1OCCO1. For the energy, the calculation gives -76682.5846 eV.

Last column: Mulliken charge in e.
Element x y z (Å)
O: -1.242 -0.249 2.685  -0.65
C: -0.923 -0.142 1.508  0.66
O: -4.652 1.702 0.169  -0.23
C: -5.764 1.583 -0.337  0.67
H: 1.499 -4.995 -6.004  0.38
O: -3.264 -3.118 -1.308  -0.26
H: 0.873 2.483 3.448  0.28
O: 4.533 5.189 -1.452  -0.38
O: 4.839 -1.178 0.974  -0.33
C: -2.106 -4.127 4.981  -0.35
H: 1.458 5.987 -1.715  0.30
H: 3.652 1.215 3.374  -0.22
O: 3.480 3.055 4.038  -0.38
C: -4.008 -2.008 -1.027  0.36
H: 1.676 5.023 -0.395  0.16
O: 3.086 6.546 -0.600  -0.30
C: -2.612 -2.822 4.587  0.13
H: -2.248 -2.124 5.341  0.23
C: 3.265 4.035 3.120  0.70
H: -0.098 -5.694 -5.747  0.36
O: -5.493 -4.661 4.671  -0.52
C: -4.403 -4.199 4.919  0.65
H: 5.467 -1.857 2.912  0.26
C: 4.297 6.256 -0.718  0.72
O: 0.808 -2.587 -4.730  -0.40
H: 1.057 1.128 -0.335  -0.24
H: -5.059 4.434 -0.681  0.24
H: 4.154 2.734 -2.034  0.37
O: 5.197 6.986 -0.276  -0.65
C: -5.126 -2.020 -2.004  -0.24
C: -4.923 3.470 -1.172  -0.36
H: -1.636 -4.084 5.963  0.25
H: -6.065 -1.891 -1.467  0.29
H: 1.520 1.734 2.061  -0.41
H: 6.559 -2.019 1.548  0.30
H: -3.465 -1.068 -0.933  -0.26
H: -1.168 -4.620 -3.570  0.36
O: -4.026 -2.946 4.764  -0.34
H: -2.211 -2.663 3.586  0.03
C: 3.303 3.210 -1.547  -1.17
H: -3.165 2.365 -1.152  -0.03
H: -4.383 -2.259 -0.035  0.20
C: -3.854 -3.923 -2.107  0.65
C: 4.617 0.092 0.784  0.61
H: 1.233 -0.571 -0.735  0.33
H: 0.987 -5.376 -4.363  0.35
O: 3.905 0.545 -0.060  -0.37
O: 3.745 5.164 3.090  -0.55
C: -0.798 -0.012 -0.753  0.57
H: -0.846 -0.871 -1.421  -0.40
C: 1.804 2.384 2.889  0.34
C: -3.890 2.696 -0.408  0.01
H: 7.276 0.208 2.061  0.28
H: 6.207 0.203 3.461  0.28
O: -5.015 -3.385 -2.565  -0.35
H: -3.493 3.261 0.435  0.36
C: 5.784 -1.387 1.981  -0.34
H: 3.295 4.830 -2.992  0.39
C: 2.271 5.513 -1.165  -0.44
O: -6.054 2.633 -1.134  -0.34
O: -1.662 -0.263 0.367  -0.28
C: 0.608 0.144 -0.202  0.25
H: -4.709 3.656 -2.224  0.29
O: 2.230 3.591 2.374  -0.30
O: 0.291 0.028 1.136  -0.35
O: -3.229 -4.977 5.114  -0.35
H: -5.041 -1.194 -2.711  0.27
H: -0.371 -3.379 -6.124  0.25
O: -6.464 0.603 -0.220  -0.60
C: 2.901 1.886 3.792  0.14
C: 6.258 0.001 2.391  -0.32
O: -0.618 -2.752 -3.090  -0.22
H: 2.382 2.788 -1.951  0.34
C: 0.642 -5.011 -5.330  -1.47
O: 5.441 0.871 1.560  -0.32
C: 3.286 4.672 -1.914  0.48
C: -1.098 -3.660 -4.081  -0.54
C: 0.456 -2.144 -3.463  0.60
O: -3.485 -5.027 -2.553  -0.64
O: 1.095 -1.302 -2.830  -0.57
C: 0.000 -3.693 -5.148  0.50
H: -1.147 0.840 -1.336  0.19
H: -2.126 -3.410 -4.341  0.31
H: -1.369 -4.484 4.262  0.26
H: 3.444 3.100 -0.472  0.18
H: 2.427 1.309 4.586  0.37



Entry 4:
Here is a 2-piece molecular cluster, ClH2O2PS overall at a distorted geometry from the Open Molecules 2025 dataset. Energies are from wB97M-V/def2-TZVPD.

Its energy above the lowest of the compared OMol25 structures with the same formula, charge and spin is 2.897 eV. The spin multiplicity is 1. As for the lowest unoccupied orbital energy: -0.97 eV. Its molar mass is 132.508 g/mol. Its SMILES is O=P(=S)Cl.O. For the energy, the calculation gives -36773.6285 eV.

Last column: Mulliken charge in e.
Element x y z (Å)
H: -0.956 1.794 -1.329  0.37
O: -3.771 -1.468 0.340  -0.45
S: -1.217 -1.677 -1.384  -0.23
Cl: -1.855 0.668 1.043  -0.16
O: -2.072 1.659 -1.554  -0.69
P: -2.476 -0.948 -0.063  0.82
H: -2.866 1.912 -0.948  0.34



Values of frontier orbital gap, in order: 0.38016 0.36827 0.35243 0.33912, all in Ha.